Density functional theory data (wB97M-V/def2-TZVPD) for the molecule C19H24N4O3.

XYZ file:
```
50
C19H24N4O3 | the OMol25 dataset | wB97M-V/def2-TZVPD
C 1.290 5.057 3.394
C 0.524 3.882 2.990
C -0.108 2.917 2.660
C -0.858 1.735 2.235
C -0.025 0.457 2.408
N 1.195 0.473 1.611
C 1.237 0.576 0.272
O 0.231 0.623 -0.448
C 2.586 0.611 -0.301
N 3.718 0.583 0.463
C 4.727 0.613 -0.362
N 4.302 0.659 -1.665
C 5.021 0.697 -2.839
C 4.357 0.731 -4.011
C 2.926 0.730 -4.034
C 2.216 0.695 -2.880
C 2.915 0.658 -1.644
C -0.788 -0.857 2.165
O -0.552 -1.830 2.859
N -1.689 -0.844 1.156
C -2.205 -2.085 0.584
C -1.177 -2.642 -0.402
O -0.993 -1.796 -1.525
C -3.565 -1.812 -0.045
C -4.220 -3.040 -0.663
C -5.639 -2.752 -1.136
H 1.656 4.950 4.416
H 2.149 5.202 2.739
H 0.673 5.955 3.348
H -1.769 1.635 2.829
H -1.158 1.859 1.194
H 0.298 0.394 3.445
H 2.087 0.444 2.081
H 5.772 0.604 -0.100
H 6.096 0.694 -2.744
H 4.919 0.759 -4.933
H 2.414 0.755 -4.985
H 1.137 0.693 -2.858
H -1.603 -0.072 0.509
H -2.306 -2.796 1.407
H -0.234 -2.804 0.132
H -1.509 -3.607 -0.784
H -0.510 -1.005 -1.240
H -4.218 -1.397 0.728
H -3.452 -1.041 -0.814
H -3.622 -3.389 -1.508
H -4.233 -3.854 0.069
H -6.097 -3.632 -1.589
H -6.272 -2.435 -0.305
H -5.645 -1.952 -1.880
```

The structure (SMILES) is CC#CC[C@H](NC(=O)c1ncn2ccccc12)C(=O)N[C@H](CO)CCC. The calculation puts the relative energy (zero: lowest compared OMol25 entry of this formula, charge and spin) at 2.784 eV. For the energy, the calculation gives -32195.4312 eV. The calculation puts the gap between HOMO and LUMO at 8.536 eV. As for the total charge: 0.